Entry 1:
91
Properties=species:S:1:pos:R:3:lowdin_spin:R:1 method="wB97M-V/def2-TZVPD" gap_ev="7.483 / 7.512" multiplicity=6 e_homo_ha="-0.2748 / -0.2758" e_lumo_ev="0.0 / 0.0" e_above_lowest_kj_mol=0.0
C 1.623 3.189 2.165 0.000
C 0.658 4.005 1.336 0.000
H 2.382 2.713 1.523 0.000
H 1.126 2.376 2.709 0.000
H 2.143 3.792 2.914 0.000
C 0.932 5.267 0.957 0.000
C 2.103 6.058 1.403 0.000
H 0.268 5.790 0.279 0.000
H 3.056 5.555 1.214 0.000
H 2.103 6.324 2.467 0.000
H 2.097 6.974 0.809 0.000
Dy -0.568 -0.053 1.233 5.067
Cl -2.553 1.160 2.450 -0.012
C -3.096 -1.102 -0.652 0.000
O -1.875 -0.875 -0.447 -0.014
N -3.565 -1.699 -1.740 0.000
C -2.637 -2.196 -2.756 0.000
C -4.975 -1.564 -2.112 0.000
H -3.857 -0.806 0.089 0.000
H -1.895 -2.861 -2.300 0.000
H -2.105 -1.360 -3.225 0.000
H -3.223 -2.724 -3.513 0.000
H -5.615 -1.864 -1.274 0.000
H -5.182 -2.184 -2.987 0.000
H -5.213 -0.519 -2.353 0.000
H -0.297 -5.459 -1.051 0.000
H 0.629 -6.383 1.220 0.000
C 0.644 -4.890 -1.074 0.000
C 1.434 -5.640 1.153 0.000
N 1.065 -4.531 0.270 0.000
H 0.534 -3.993 -1.684 0.000
C 0.818 -3.307 0.761 0.000
O 0.421 -2.322 0.110 -0.006
H 1.654 -5.238 2.147 0.000
H 1.018 -3.227 1.852 0.000
H 1.408 -5.542 -1.503 0.000
H 2.328 -6.138 0.768 0.000
H 4.773 -2.000 2.617 0.000
H 4.241 1.293 0.992 0.000
C 4.785 -1.890 1.524 0.000
C 4.464 0.370 0.440 0.000
N 3.899 -0.792 1.131 0.000
H 4.424 -2.839 1.099 0.000
C 2.635 -0.804 1.538 -0.001
O 1.752 0.027 1.176 -0.014
H 4.051 0.473 -0.571 0.000
H 2.373 -1.620 2.230 0.000
H 5.798 -1.680 1.165 0.000
H 5.544 0.206 0.388 0.000
O -0.438 1.952 0.871 -0.010
C -0.633 3.305 0.859 0.001
C -0.453 4.264 -1.511 0.000
C -1.244 3.762 -0.477 0.000
H 0.637 4.245 -1.374 0.000
C -1.046 4.851 -2.645 0.000
H -1.416 3.569 1.594 0.000
C -2.581 3.485 -0.765 0.000
H -0.394 5.361 -3.364 0.000
C -2.440 4.847 -2.768 0.000
C -3.198 4.079 -1.869 0.000
H -3.134 2.864 -0.061 0.000
H -2.911 5.382 -3.598 0.000
H -4.276 3.987 -2.008 0.000
Si 1.565 1.241 -3.656 0.000
Cl 2.410 2.398 -2.179 0.000
C 1.688 2.231 -5.250 0.000
C -0.225 1.262 -3.054 0.000
C 2.148 -0.378 -2.884 0.000
H 0.795 2.087 -5.878 0.000
H 2.591 1.941 -5.801 0.000
H 1.721 3.303 -4.992 0.000
H 2.520 -0.248 -1.852 0.000
H 2.910 -0.844 -3.499 0.000
H 1.286 -1.044 -2.774 0.000
H -0.649 2.276 -3.136 0.000
H -0.154 0.957 -2.009 0.000
H -0.845 0.532 -3.557 0.000
C -0.772 -3.310 4.521 0.000
C -1.561 -2.486 3.510 0.000
O -0.815 -1.644 2.772 -0.011
C -2.356 -3.472 2.566 0.000
F -3.168 -4.283 3.291 0.000
F -3.126 -2.849 1.638 0.000
F -1.497 -4.288 1.873 0.000
C -2.682 -1.731 4.348 0.000
F -3.209 -2.579 5.299 0.000
F -2.135 -0.680 4.999 0.000
F -3.723 -1.299 3.607 0.000
H 0.031 -3.878 4.046 0.000
H -1.447 -3.993 5.032 0.000
H -0.302 -2.647 5.254 0.000

Entry 2:
92
Properties=species:S:1:pos:R:3:lowdin_spin:R:1 method="wB97M-V/def2-TZVPD" gap_ev="5.576 / 5.162" charge=+3 multiplicity=4 e_homo_ha="-0.5421 / -0.5421" e_lumo_ev="-9.2 / -9.6"
Re 13.326 13.631 8.831 2.394
N 15.146 14.032 7.918 0.047
C 16.251 13.408 8.761 0.012
C 17.648 13.874 8.292 0.000
C 17.874 15.390 8.384 0.000
C 18.434 15.884 9.719 0.000
N 17.480 16.435 10.722 0.000
C 17.097 17.706 10.837 0.000
N 16.349 18.118 11.877 0.000
N 17.474 18.575 9.933 0.000
C 15.824 13.670 10.189 0.015
O 16.570 13.864 11.097 0.014
O 14.530 13.455 10.373 0.120
H 15.149 13.572 7.000 0.006
H 15.200 15.070 7.780 0.009
H 16.181 12.339 8.584 0.000
H 17.804 13.538 7.266 0.000
H 18.395 13.371 8.931 0.000
H 17.012 15.974 8.031 0.000
H 18.701 15.635 7.688 0.000
H 19.173 16.633 9.519 0.000
H 18.994 15.110 10.262 0.000
H 17.136 15.812 11.427 0.000
H 15.886 17.497 12.510 0.000
H 16.275 19.105 12.060 0.000
H 18.051 18.283 9.156 0.000
H 16.980 19.444 9.799 0.000
N 15.128 23.108 7.987 0.000
C 15.030 21.823 7.504 0.000
C 16.203 21.069 7.316 0.000
C 16.104 19.741 6.991 0.000
C 14.845 19.150 6.809 0.000
C 13.676 19.932 6.899 0.000
C 13.775 21.273 7.251 0.000
S 14.724 17.555 6.146 0.000
O 16.010 17.057 5.752 0.000
O 13.602 17.366 5.235 0.001
N 14.397 16.567 7.403 -0.002
C 13.172 16.343 7.748 0.022
S 11.629 16.889 6.984 0.030
C 10.764 16.335 8.379 0.025
C 11.484 15.643 9.217 0.029
N 12.876 15.536 8.886 0.096
H 15.991 23.578 7.908 0.000
H 14.327 23.721 7.909 0.000
H 17.164 21.621 7.327 0.000
H 16.932 19.093 6.761 0.000
H 12.723 19.479 6.635 0.000
H 12.925 21.908 7.279 0.000
H 9.724 16.527 8.469 0.001
H 11.131 15.325 10.188 0.002
O 12.180 13.266 7.095 0.076
P 11.135 12.217 7.545 0.014
N 11.094 10.963 6.553 0.005
C 12.089 10.686 5.480 0.000
C 11.329 9.630 4.665 0.000
C 10.708 8.753 5.722 0.000
C 10.309 9.723 6.860 0.000
N 11.986 11.986 9.185 0.040
C 11.394 11.591 10.568 0.016
C 12.294 10.444 11.122 0.001
C 13.525 10.412 10.261 0.001
C 13.008 10.859 8.866 0.012
N 9.605 12.645 7.596 0.004
C 8.669 12.757 6.380 0.000
C 7.433 13.527 6.965 0.000
C 7.550 13.332 8.482 0.000
C 9.047 13.405 8.778 0.000
H 13.001 10.263 5.902 0.000
H 12.385 11.586 4.899 0.000
H 11.982 9.051 4.010 0.000
H 10.577 10.092 4.024 0.000
H 11.474 8.057 6.035 0.000
H 9.862 8.132 5.416 0.000
H 10.589 9.312 7.860 0.000
H 9.234 9.862 6.829 0.000
H 10.357 11.275 10.461 0.002
H 11.440 12.489 11.206 0.002
H 11.748 9.529 11.039 0.000
H 12.578 10.598 12.169 0.000
H 13.928 9.402 10.168 0.000
H 14.280 11.030 10.683 0.000
H 12.472 10.016 8.415 0.000
H 13.734 11.227 8.121 0.004
H 8.401 11.767 5.995 0.000
H 9.134 13.330 5.593 0.000
H 6.553 13.122 6.510 0.000
H 7.502 14.598 6.740 0.000
H 7.126 12.397 8.780 0.000
H 7.046 14.178 9.006 0.000
H 9.356 12.946 9.730 0.000
H 9.374 14.418 8.760 0.000

Entry 3:
104
Properties=species:S:1:pos:R:3:mulliken_charge:R:1 method="wB97M-V/def2-TZVPD" smiles="CCCCNC1=C(P(=N)(O)O)C(=O)C(CCCO)=C(OC(=O)c2ccccc2)C1=O.C[N+](=O)[O-].C[N+](=O)[O-].C[N+](=O)[O-].C[N+](=O)[O-].C[N+](=O)[O-].C[N+](=O)[O-].C[N+](=O)[O-]" gap_ev=7.936 e_homo_ha=-0.3369 e_lumo_ev=-1.2
C 6.018 1.145 -0.606 -0.642
C 6.091 1.578 0.913 0.324
C 5.276 2.917 1.130 -0.855
C 3.741 2.524 1.235 -0.740
N 3.087 2.310 -0.091 0.338
C 1.650 2.259 -0.047 0.555
C 0.984 2.303 -1.266 -0.093
P 1.831 2.423 -2.909 1.099
N 2.703 3.724 -3.068 -0.644
O 0.660 2.426 -4.116 -0.435
O 2.671 0.994 -3.126 -0.563
C -0.590 2.240 -1.236 -0.792
O -1.292 2.922 -1.949 -0.559
C -1.181 1.250 -0.164 0.178
C -2.471 0.446 -0.521 -0.609
C -3.713 1.318 0.005 -0.307
C -4.831 1.525 -1.098 -0.655
O -5.868 0.533 -0.858 -0.369
C -0.513 1.157 1.038 0.881
O -0.968 0.266 2.027 -0.372
C -0.048 -0.748 2.352 0.204
O 0.445 -0.726 3.463 -0.561
C 0.336 -1.927 1.434 0.813
C 1.074 -3.065 2.048 -0.549
C 1.464 -4.283 1.245 -0.642
C 1.124 -4.381 -0.200 -0.422
C 0.408 -3.235 -0.813 -0.875
C 0.037 -2.044 -0.002 0.198
C 0.744 2.109 1.212 -0.228
O 0.876 2.677 2.273 -0.531
H 6.097 2.060 -1.243 0.302
H 5.003 0.687 -0.774 0.034
H 6.762 0.349 -0.860 0.092
H 7.143 1.721 1.301 0.265
H 5.554 0.790 1.518 -0.192
H 5.558 3.393 2.113 0.316
H 5.412 3.672 0.313 0.371
H 3.227 3.394 1.740 0.430
H 3.600 1.608 1.863 0.430
H 3.299 3.164 -0.626 -0.066
H 2.668 4.288 -2.217 0.246
H 1.064 1.963 -4.877 0.341
H 2.974 0.641 -2.269 0.365
H -2.415 -0.532 0.020 0.438
H -2.493 0.344 -1.635 0.356
H -3.311 2.346 0.237 0.373
H -4.111 0.915 0.969 0.259
H -5.301 2.519 -0.896 0.277
H -4.426 1.477 -2.138 0.306
H -6.392 0.942 -0.143 0.174
H 1.369 -3.092 3.122 0.427
H 1.999 -5.155 1.677 0.350
H 1.375 -5.269 -0.819 0.384
H 0.139 -3.229 -1.895 0.376
H -0.493 -1.234 -0.545 0.296
C 4.922 4.765 -5.588 -0.676
N 5.868 5.665 -6.301 0.868
O 6.736 6.202 -5.642 -0.520
O 5.703 5.799 -7.497 -0.536
H 5.186 4.741 -4.536 0.303
H 3.921 5.167 -5.724 0.271
H 5.014 3.777 -6.032 0.267
C 4.791 -2.474 3.947 -0.816
N 4.900 -2.148 2.501 0.959
O 4.189 -2.753 1.729 -0.486
O 5.691 -1.286 2.185 -0.598
H 4.046 -3.254 4.073 0.279
H 5.768 -2.815 4.280 0.304
H 4.492 -1.566 4.466 0.327
C -7.189 -2.273 0.999 -0.226
N -7.100 -1.530 2.281 0.954
O -6.979 -2.175 3.303 -0.568
O -7.154 -0.318 2.208 -0.525
H -7.128 -3.338 1.204 -0.018
H -8.143 -2.023 0.540 0.260
H -6.355 -1.952 0.377 0.149
C 9.802 -1.058 -0.044 -0.639
N 9.993 0.143 0.811 0.877
O 9.102 0.969 0.822 -0.521
O 11.030 0.211 1.438 -0.540
H 8.839 -0.983 -0.541 0.196
H 10.612 -1.075 -0.770 0.297
H 9.836 -1.930 0.605 0.281
C -7.162 -7.006 2.850 -0.713
N -6.439 -6.363 1.722 0.844
O -7.066 -5.591 1.022 -0.534
O -5.271 -6.655 1.582 -0.510
H -8.189 -6.653 2.852 0.304
H -7.123 -8.082 2.693 0.285
H -6.654 -6.723 3.769 0.287
C -7.153 3.341 3.130 -0.796
N -6.864 3.076 1.698 0.974
O -5.868 3.583 1.221 -0.508
O -7.651 2.365 1.102 -0.540
H -6.374 3.984 3.529 0.308
H -8.123 3.829 3.184 0.315
H -7.165 2.381 3.643 0.281
C -6.749 -1.778 -3.379 -0.603
N -6.786 -3.060 -2.627 0.886
O -7.666 -3.851 -2.905 -0.548
O -5.928 -3.222 -1.784 -0.491
H -7.567 -1.769 -4.094 0.311
H -6.855 -0.970 -2.656 0.160
H -5.789 -1.726 -3.889 0.266